Density functional theory data (the ωB97M-V functional and the def2-TZVPD basis) for C3H3NO2 as an isolated structure in a non-equilibrium geometry.

Calculated values
- HOMO-LUMO gap (eV) = 9.065
- E (a.u.) = -321.22330
- molar mass (g/mol) = 85.062
- energy relative to the best compared isomer or geometry (same formula, charge and spin) (eV) = 4.1999
- HOMO (eV) = -8.8805
- strongest force on any atom (eV/Å) = 3.10

Geometry as XYZ:
```
9
Properties=species:S:1:pos:R:3:lowdin_charge:R:1
O 1.174 -1.204 0.286 0.05
C 0.101 -0.436 -0.051 -0.34
C 0.319 0.666 -0.960 -0.23
O 1.429 0.832 -1.440 0.03
C -1.008 -0.509 0.677 -0.14
N -2.010 -0.478 1.380 0.22
H 1.913 -0.749 -0.154 0.10
H -1.394 0.528 1.427 0.18
H -0.526 1.350 -1.165 0.13
```



Density functional theory data (the ωB97M-V functional and the def2-TZVPD basis) for an isolated ion of composition C23H27N4S2 and charge +1 in a non-equilibrium geometry.

Calculated values
- HOMO-LUMO gap (eV) = 8.178
- total charge = +1
- E (a.u.) = -1907.73657
- molar mass (g/mol) = 423.631
- SMILES = c1ccc(-c2cn(C[C@@H]3CCC[N@H+]3C3(c4ccccc4)SCCCS3)nn2)cc1
- HOMO (eV) = -10.5706
- strongest force on any atom (eV/Å) = 1.90

Geometry as XYZ:
```
56
Properties=species:S:1:pos:R:3:lowdin_charge:R:1
C -3.801 1.822 4.503 -0.08
C -3.993 2.193 3.165 -0.08
C -2.975 2.006 2.231 -0.03
C -1.738 1.446 2.637 -0.18
C -0.586 1.398 1.771 -0.24
C -0.357 1.944 0.525 0.02
N 0.980 1.768 0.307 -0.13
C 1.751 2.046 -0.888 -0.07
C 2.397 3.435 -1.037 -0.19
C 2.529 3.670 -2.538 -0.12
C 3.834 4.400 -2.815 -0.13
C 4.629 4.392 -1.521 -0.21
N 3.846 3.546 -0.537 -0.09
C 4.148 4.167 0.791 -0.80
C 3.478 3.500 1.993 -0.29
C 4.121 2.408 2.564 -0.08
C 3.542 1.772 3.665 -0.06
C 2.338 2.232 4.201 -0.08
C 1.759 3.391 3.683 -0.06
C 2.336 4.042 2.583 -0.08
S 3.507 5.855 0.647 1.01
C 4.917 6.781 1.288 -0.43
C 5.677 6.186 2.474 -0.25
C 6.606 5.080 2.011 -0.41
S 5.927 3.906 0.820 1.02
N 1.530 1.061 1.332 0.07
N 0.588 0.843 2.215 0.09
C -1.579 1.019 3.975 -0.03
C -2.593 1.229 4.908 -0.07
H -4.596 1.986 5.230 0.10
H -4.940 2.631 2.846 0.11
H -3.098 2.280 1.180 0.11
H -1.057 2.424 -0.132 0.13
H 2.515 1.259 -1.000 0.15
H 1.038 1.924 -1.722 0.14
H 1.849 4.210 -0.500 0.14
H 2.543 2.694 -3.049 0.13
H 1.650 4.205 -2.902 0.14
H 4.426 3.910 -3.590 0.12
H 3.667 5.424 -3.162 0.13
H 5.645 4.002 -1.619 0.10
H 4.676 5.425 -1.129 0.06
H 4.293 2.621 -0.486 0.17
H 5.086 2.062 2.169 0.08
H 4.037 0.903 4.099 0.11
H 1.859 1.692 5.025 0.12
H 0.841 3.773 4.132 0.12
H 1.890 4.973 2.211 0.07
H 5.590 7.000 0.456 0.09
H 4.389 7.697 1.581 0.08
H 6.307 6.976 2.904 0.13
H 4.996 5.827 3.258 0.12
H 7.428 5.499 1.409 0.08
H 7.015 4.480 2.840 0.09
H -0.631 0.547 4.250 0.10
H -2.440 0.924 5.943 0.11
```



Density functional theory data (the ωB97M-V functional and the def2-TZVPD basis) for a 6-piece molecular cluster, C28H54FNO6 overall in a non-equilibrium geometry.

Calculated values
- HOMO-LUMO gap (eV) = 9.628
- E (a.u.) = -1705.23665
- molar mass (g/mol) = 519.739
- energy relative to the best compared isomer or geometry (same formula, charge and spin) (eV) = 0.0000
- SMILES = CC[C@H](F)[C@H]1C(=O)NC[C@H]1C.C1CCOC1.C1CCOC1.C1CCOC1.C1CCOC1.C1CCOC1
- HOMO (eV) = -9.1205
- strongest force on any atom (eV/Å) = 3.29

Geometry as XYZ:
```
90
Properties=species:S:1:pos:R:3:lowdin_charge:R:1
C 2.748 0.154 -0.216 -0.06
C 1.962 -0.425 -1.397 -0.17
C 0.579 -0.951 -1.065 -0.32
F -0.031 -1.263 -2.264 0.00
C -0.283 -0.018 -0.259 -0.15
C -0.310 1.475 -0.648 -0.41
O 0.569 2.185 -0.922 0.17
N -1.695 1.878 -0.679 0.05
C -2.334 0.630 -1.142 -0.14
C -1.791 -0.380 -0.120 -0.30
C -2.134 -1.844 -0.316 -0.04
H 2.131 0.469 0.609 0.06
H 3.313 0.998 -0.578 0.07
H 3.476 -0.584 0.099 0.06
H 1.847 0.274 -2.213 0.11
H 2.509 -1.267 -1.798 0.11
H 0.686 -1.864 -0.493 0.15
H 0.072 -0.116 0.766 0.15
H -1.984 2.143 0.258 0.13
H -1.765 0.408 -2.039 0.12
H -3.393 0.676 -1.337 0.12
H -2.199 -0.063 0.832 0.13
H -3.103 -2.032 0.123 0.06
H -2.115 -2.109 -1.362 0.08
H -1.415 -2.498 0.159 0.08
C 2.225 6.616 -1.435 -0.17
C 1.886 5.149 -1.193 -0.19
C 3.255 4.562 -0.893 -0.20
O 4.020 5.604 -0.275 -0.14
C 3.335 6.849 -0.421 -0.21
H 1.380 7.291 -1.300 0.11
H 2.609 6.748 -2.450 0.11
H 1.237 5.054 -0.319 0.11
H 1.393 4.664 -2.033 0.10
H 3.768 4.260 -1.813 0.12
H 3.208 3.701 -0.225 0.11
H 2.926 7.134 0.556 0.11
H 4.044 7.617 -0.735 0.11
C -2.567 4.936 -2.905 -0.17
C -2.967 6.397 -2.735 -0.17
C -4.426 6.373 -3.168 -0.21
O -4.929 5.078 -2.827 -0.14
C -3.837 4.219 -2.480 -0.22
H -1.700 4.642 -2.314 0.10
H -2.350 4.728 -3.956 0.12
H -2.892 6.684 -1.683 0.11
H -2.363 7.090 -3.320 0.11
H -4.521 6.505 -4.251 0.12
H -5.028 7.135 -2.672 0.11
H -3.856 4.059 -1.397 0.11
H -3.963 3.255 -2.975 0.11
C -7.650 -0.767 -0.640 -0.17
C -7.957 -2.244 -0.420 -0.17
C -6.568 -2.816 -0.179 -0.20
O -5.801 -1.778 0.439 -0.16
C -6.512 -0.539 0.343 -0.20
H -8.500 -0.110 -0.463 0.11
H -7.302 -0.607 -1.663 0.11
H -8.575 -2.368 0.472 0.11
H -8.469 -2.716 -1.257 0.11
H -6.081 -3.088 -1.122 0.12
H -6.578 -3.692 0.470 0.12
H -6.892 -0.284 1.338 0.12
H -5.827 0.248 0.022 0.11
C 6.038 -4.476 1.465 -0.17
C 6.667 -4.445 0.077 -0.17
C 5.639 -3.645 -0.711 -0.21
O 5.035 -2.735 0.213 -0.15
C 5.405 -3.098 1.550 -0.20
H 6.750 -4.664 2.267 0.11
H 5.263 -5.245 1.509 0.11
H 7.617 -3.907 0.109 0.11
H 6.849 -5.432 -0.347 0.11
H 4.855 -4.295 -1.114 0.12
H 6.081 -3.083 -1.534 0.12
H 6.120 -2.354 1.919 0.12
H 4.523 -3.081 2.189 0.10
C 2.190 -6.414 5.099 -0.17
C 1.641 -5.005 5.288 -0.17
C 2.699 -4.163 4.590 -0.21
O 3.234 -4.974 3.538 -0.16
C 2.795 -6.325 3.706 -0.20
H 1.437 -7.195 5.184 0.11
H 2.971 -6.611 5.837 0.11
H 0.682 -4.906 4.774 0.11
H 1.498 -4.724 6.331 0.11
H 3.515 -3.903 5.272 0.12
H 2.296 -3.243 4.166 0.12
H 2.049 -6.542 2.935 0.12
H 3.642 -6.999 3.568 0.12
```



Density functional theory data (the ωB97M-V functional and the def2-TZVPD basis) for C43H51HfN8OSi as an isolated structure in a non-equilibrium geometry.

Calculated values
- HOMO-LUMO gap (eV) = 4.946
- total charge = +3
- E (a.u.) = -2519.31694
- molar mass (g/mol) = 902.512
- energy relative to the best compared isomer or geometry (same formula, charge and spin) (eV) = 0.2119
- HOMO (eV) = -13.6274
- strongest force on any atom (eV/Å) = 1.36

Geometry as XYZ:
```
105
Properties=species:S:1:pos:R:3:lowdin_charge:R:1
Hf 1.910 0.681 1.158 1.78
N 4.120 0.712 0.230 -0.05
C 5.219 0.298 1.150 -0.18
C 5.075 1.144 2.382 -0.17
N 3.735 0.909 2.969 -0.12
C 3.726 -0.140 4.028 -0.16
C 2.932 -1.327 3.559 -0.19
N 1.645 -0.791 3.061 -0.05
H 4.192 0.217 -0.654 0.08
H 4.293 1.689 -0.017 0.11
H 6.193 0.431 0.680 0.14
H 5.102 -0.761 1.384 0.11
H 5.154 2.202 2.117 0.14
H 5.870 0.938 3.098 0.14
H 3.446 1.778 3.401 0.10
H 3.264 0.281 4.923 0.14
H 4.739 -0.429 4.304 0.14
H 2.790 -2.051 4.361 0.14
H 3.426 -1.842 2.732 0.11
H 1.160 -0.323 3.826 0.12
H 1.030 -1.552 2.787 0.10
C 1.635 2.722 1.870 -0.38
Si 0.838 3.840 0.581 0.59
C 1.462 3.019 -1.008 -0.20
N 1.373 1.508 -1.056 -0.26
C -0.031 1.091 -1.446 -0.18
C -0.457 1.483 -2.852 -0.16
C 0.501 0.911 -3.885 -0.17
C 1.912 1.369 -3.554 -0.16
C 2.300 0.991 -2.132 -0.20
C -1.009 3.841 0.763 -0.27
C -1.905 3.720 -0.302 -0.09
C -3.277 3.831 -0.104 -0.05
C -3.774 4.074 1.168 -0.06
C -2.900 4.222 2.240 -0.06
C -1.531 4.114 2.035 -0.11
C 1.514 5.548 0.599 -0.27
C 1.112 6.433 -0.408 -0.09
C 1.570 7.742 -0.426 -0.05
C 2.427 8.186 0.573 -0.05
C 2.827 7.328 1.587 -0.06
C 2.373 6.014 1.597 -0.10
H 1.098 2.796 2.828 0.03
H 2.625 3.177 2.037 0.01
H 2.525 3.286 -1.055 0.10
H 1.024 3.447 -1.911 0.09
H -0.714 1.496 -0.704 0.09
H -0.054 0.002 -1.384 0.11
H -0.527 2.567 -2.962 0.11
H -1.471 1.101 -2.992 0.14
H 0.222 1.218 -4.891 0.13
H 0.454 -0.184 -3.863 0.12
H 2.001 2.450 -3.688 0.12
H 2.647 0.919 -4.224 0.13
H 3.288 1.397 -1.931 0.10
H 2.332 -0.100 -2.037 0.11
H -1.541 3.562 -1.312 0.09
H -3.954 3.750 -0.945 0.12
H -4.841 4.176 1.322 0.12
H -3.285 4.449 3.226 0.12
H -0.866 4.274 2.880 0.11
H 0.421 6.113 -1.184 0.11
H 1.252 8.417 -1.209 0.12
H 2.777 9.210 0.564 0.12
H 3.483 7.684 2.370 0.11
H 2.684 5.364 2.409 0.09
C -6.823 -9.378 -3.080 -0.04
O -7.104 -8.125 -2.447 -0.04
C -6.080 -7.338 -2.107 -0.26
C -6.426 -6.130 -1.488 0.03
C -5.447 -5.253 -1.100 -0.01
C -4.094 -5.551 -1.319 -0.17
C -3.761 -6.755 -1.933 -0.02
C -4.737 -7.651 -2.330 0.01
C -3.095 -4.591 -0.891 -0.21
N -3.352 -3.436 -0.287 0.20
C -2.141 -2.874 -0.074 -0.17
C -1.109 -3.665 -0.537 -0.12
N -1.741 -4.767 -1.065 0.20
C 0.249 -3.278 -0.437 -0.04
C 1.354 -4.026 -0.901 0.06
C 2.622 -3.530 -0.774 0.00
C 2.799 -2.268 -0.200 -0.12
N 1.793 -1.534 0.256 -0.02
C 0.523 -2.033 0.173 -0.16
C -0.547 -1.228 0.707 -0.18
N -0.231 -0.035 1.308 -0.06
C -1.207 0.721 1.804 -0.09
C -2.557 0.372 1.710 0.02
C -2.891 -0.797 1.082 0.08
C -1.872 -1.629 0.567 -0.05
H -7.788 -9.838 -3.258 0.10
H -6.229 -10.014 -2.424 0.10
H -6.310 -9.221 -4.029 0.10
H -7.474 -5.914 -1.328 0.13
H -5.713 -4.321 -0.620 0.12
H -2.728 -7.030 -2.118 0.11
H -4.453 -8.578 -2.805 0.11
H -1.320 -5.572 -1.496 0.16
H 1.198 -4.993 -1.361 0.14
H 3.483 -4.084 -1.119 0.13
H 3.796 -1.853 -0.119 0.10
H -0.919 1.648 2.279 0.09
H -3.301 1.040 2.123 0.13
H -3.921 -1.112 0.970 0.14
```



Density functional theory data (the ωB97M-V functional and the def2-TZVPD basis) for an isolated ion of composition C5H6NS and charge +1 in a non-equilibrium geometry.

Calculated values
- HOMO-LUMO gap (alpha / beta) (eV) = 6.396 / 5.830
- total charge = +1
- E (a.u.) = -646.56616
- molar mass (g/mol) = 112.177
- energy relative to the best compared isomer or geometry (same formula, charge and spin) (eV) = 5.4739
- HOMO (alpha / beta) (eV) = -13.4059 / -13.3366
- strongest force on any atom (eV/Å) = 4.77

Geometry as XYZ:
```
13
Properties=species:S:1:pos:R:3:lowdin_charge:R:1
C 0.381 -1.292 0.231 -0.06
C 0.091 1.075 0.549 -0.06
C -0.529 1.084 1.670 0.34
C 0.654 -0.037 -0.369 -0.31
C -0.030 0.058 -1.731 -0.01
N -0.222 -1.733 1.148 -0.56
S -1.046 -2.218 2.310 0.87
H 0.393 1.977 0.038 0.17
H -1.030 1.311 2.667 0.13
H 1.803 -0.035 -0.285 0.20
H -1.034 -0.410 -1.706 0.12
H 0.611 -0.690 -2.223 0.11
H -0.043 0.912 -2.300 0.07
```



Density functional theory data (the ωB97M-V functional and the def2-TZVPD basis) for C14H13AsBrF9O8SSc as an isolated structure.

Calculated values
- HOMO-LUMO gap (eV) = 8.774
- total charge = -1
- E (a.u.) = -8011.14318
- molar mass (g/mol) = 712.081
- energy relative to the best compared isomer or geometry (same formula, charge and spin) (eV) = 0.0000
- HOMO (eV) = -6.2833
- strongest force on any atom (eV/Å) = 0.75

Geometry as XYZ:
```
48
Properties=species:S:1:pos:R:3:lowdin_charge:R:1
Sc 0.259 -0.435 0.105 1.09
C 0.835 -0.016 3.879 -0.18
As -0.765 -0.911 3.362 1.04
C -0.802 -2.697 4.030 -0.19
C -2.218 0.032 4.181 -0.20
O -1.021 -0.922 1.711 -0.51
H 0.767 0.238 4.937 0.04
H 0.918 0.879 3.263 0.03
H 1.669 -0.681 3.666 0.03
H -0.445 -2.709 5.060 0.04
H -0.120 -3.260 3.396 0.02
H -1.821 -3.074 3.972 0.04
H -2.167 -0.098 5.262 0.04
H -3.155 -0.369 3.797 0.04
H -2.143 1.085 3.923 0.02
Br 3.033 -0.255 -6.897 0.71
C 1.643 -1.040 -5.865 -0.68
C 0.856 -2.027 -6.436 -0.14
C -0.158 -2.601 -5.684 -0.07
C -0.380 -2.186 -4.379 -0.01
C 0.419 -1.196 -3.826 -0.11
C 1.443 -0.616 -4.565 -0.05
C 0.186 -0.756 -2.415 -0.59
O -0.771 -1.226 -1.749 -0.03
O 0.984 0.081 -1.901 -0.04
H 1.039 -2.343 -7.454 0.09
H -0.772 -3.378 -6.121 0.10
H -1.160 -2.621 -3.770 0.12
H 2.059 0.145 -4.108 0.12
O 3.421 -2.628 0.615 -0.31
S 2.138 -2.187 1.086 0.33
O 2.050 -0.647 1.140 -0.41
O 1.027 -2.450 0.083 -0.40
O 1.761 -2.698 2.405 -0.38
F -0.680 2.673 -1.929 0.18
C -1.356 2.597 -0.780 -0.54
F -2.300 3.554 -0.805 0.16
F -1.981 1.411 -0.765 0.16
C -0.402 2.696 0.461 -0.31
O 0.152 1.517 0.742 -0.16
C -1.251 3.162 1.689 -0.53
F -0.590 2.949 2.835 0.15
F -1.589 4.461 1.665 0.16
F -2.391 2.452 1.765 0.15
C 0.688 3.769 0.166 -0.54
F 0.174 4.878 -0.405 0.15
F 1.292 4.154 1.303 0.16
F 1.624 3.292 -0.644 0.19
```